{
  "formula": "C9H25IN2Pd",
  "method": "the ωB97M-V functional and the def2-TZVPD basis",
  "multiplicity": 3,
  "e_homo_ha": [-0.260, -0.277],
  "elements": ["C", "C", "H", "H", "H", "H", "H", "H", "Pd", "C", "H", "H", "H", "I", "C", "N", "C", "C", "C", "N", "C", "C", "H", "H", "H", "H", "H", "H", "H", "H", "H", "H", "H", "H", "H", "H", "H", "H"],
  "xyz": [[0.936, -1.516, -4.409], [0.886, -0.029, -4.737], [1.952, -1.898, -4.539], [0.290, -2.080, -5.085], [0.638, -1.740, -3.378], [1.192, 0.593, -3.895], [1.549, 0.190, -5.580], [-0.119, 0.279, -5.035], [0.152, -0.142, -0.077], [-0.456, 1.087, -1.554], [0.453, 1.504, -2.021], [-1.110, 1.865, -1.131], [-0.990, 0.420, -2.249], [0.916, -2.706, -0.630], [-0.943, -1.813, 2.254], [-1.347, -0.659, 1.417], [-2.587, -0.969, 0.702], [-1.480, 0.595, 2.226], [-0.113, 0.931, 2.793], [0.907, 0.925, 1.670], [1.176, 2.295, 1.189], [2.151, 0.237, 2.054], [-1.749, -2.026, 2.975], [-0.015, -1.612, 2.795], [-0.773, -2.671, 1.595], [-3.400, -1.069, 1.434], [-2.797, -0.157, 0.000], [-2.449, -1.908, 0.154], [-1.835, 1.417, 1.584], [-2.202, 0.431, 3.041], [-0.092, 1.935, 3.248], [0.181, 0.197, 3.558], [1.548, 2.924, 2.012], [1.931, 2.259, 0.397], [0.250, 2.731, 0.797], [2.686, 0.803, 2.833], [1.890, -0.758, 2.436], [2.775, 0.135, 1.155]],
  "atomic_forces_ev_per_a": [[0.035, -0.154, 0.079], [0.003, 0.072, -0.242], [-0.052, -0.041, 0.106], [0.049, -0.028, 0.047], [-0.014, 0.098, -0.294], [0.048, -0.067, -0.083], [-0.083, 0.090, 0.068], [0.036, 0.051, 0.127], [0.747, -1.842, 0.189], [-0.598, 0.738, -0.554], [-0.429, -0.044, 0.163], [0.190, -0.052, -0.438], [0.134, 0.415, 0.083], [0.178, -0.186, -0.152], [-0.416, 0.070, -0.070], [-0.187, 0.488, 0.413], [0.007, 0.014, 0.193], [0.125, -0.632, -0.182], [0.858, 0.431, -0.509], [-0.137, 0.743, 0.846], [-0.039, -0.069, 0.388], [-0.140, 0.127, 0.076], [0.172, -0.030, -0.029], [-0.243, -0.108, -0.206], [-0.090, 0.229, 0.256], [-0.131, -0.070, -0.213], [-0.091, -0.168, 0.089], [-0.065, 0.248, 0.074], [0.041, -0.436, 0.075], [0.029, 0.135, -0.100], [-0.196, -0.377, 0.047], [-0.025, 0.376, -0.296], [0.035, -0.012, -0.109], [-0.236, 0.009, 0.103], [0.258, -0.079, 0.020], [0.008, -0.121, -0.127], [0.295, 0.242, -0.230], [-0.076, -0.058, 0.390]]
}